[1]
Formula: C53H65Cl2N4O7RbS2Si3Te
Source: the OMol25 dataset
Level of theory: ωB97M-V with the def2-TZVPD basis set

Highest occupied orbital energy: 0.25 eV
Relative energy (zero: lowest compared OMol25 entry of this formula, charge and spin): 0.0 kcal/mol
HOMO-LUMO gap: 2.90 eV

The geometry in ORCA input format:
```
! RIJCOSX wB97M-V def2-TZVPD def2/J DEFGRID3
* xyz -2 1
H -1.15786 1.00446 0.75181
H 4.13131 -1.12908 3.29649
O 2.66551 -0.95281 -1.89003
C -1.32430 3.83474 -2.29119
C -3.26295 -0.50882 -4.74188
C -3.19361 -1.33537 1.98959
C -0.93815 -0.67526 2.69273
H 2.97263 1.34629 -2.20235
H -4.56511 3.82107 2.29143
H 2.80970 3.79164 0.70498
O -2.09247 -0.51646 -2.71034
H -4.34050 3.14160 0.67698
C -4.66699 -0.85498 -1.20099
H -1.32453 4.01000 1.29721
H -0.41728 3.13081 2.52008
C 4.18962 0.61865 5.63579
H -5.12136 2.18212 1.92267
C 6.04328 -0.80197 -1.09787
C 3.39208 2.27248 3.21256
C 6.54061 -0.63933 1.92368
C -1.39633 3.54825 2.28569
Cl -7.13854 0.02936 -5.62584
C -4.61170 -2.59982 3.50152
C 2.23217 -5.41845 -1.73096
H 7.06726 -3.79768 1.36455
Te 2.80263 -0.72099 1.04216
C -4.43167 -0.34551 -5.44485
C 2.44969 -3.27665 -2.17981
C -0.49127 -5.55887 2.72158
C -2.30444 2.56132 -4.37440
Cl 2.15251 -7.12272 -1.72224
C -4.12061 -1.51651 0.97699
C -3.20601 -0.55511 -3.31125
H 7.49678 -0.17505 1.67273
O 3.89379 -4.07453 -4.73696
H 0.51525 1.26382 4.23382
H -2.84610 5.65571 0.10573
H -1.02446 -5.75437 3.64329
H -0.00740 -0.26440 2.32420
Si -2.68474 2.17500 2.31789
C 4.21409 -2.33282 0.81798
C 2.04099 4.11510 0.00783
S 1.48787 2.71880 -0.96930
C -0.51135 4.80397 -2.85958
H -1.62078 4.33316 3.01240
C -1.64457 2.62986 -5.58462
H 3.96835 -0.25668 6.25047
H 5.21014 0.51323 5.26177
H -0.54229 -3.44780 0.08019
H -1.75996 -3.91618 2.17726
H 6.67173 -1.20474 2.84911
C -5.63244 -0.24447 -4.74713
C -0.91379 -4.52592 1.89551
C 3.59166 -5.00469 -3.85455
C -2.15807 4.12674 -1.23187
Si 2.96024 0.75887 4.21732
N 1.60121 -4.66714 -0.79994
H -2.31366 -0.56034 -5.26322
H 0.92702 0.11325 5.48353
H 2.45057 -1.57143 3.58831
H 1.32500 1.82334 5.70181
H 6.34290 -1.46354 -1.91280
H -5.46856 3.17234 -5.34664
H 6.79479 -3.87981 -0.37706
O 3.92072 -6.16295 -3.99713
C 7.09907 -3.22012 0.43828
C -0.55083 6.09283 -2.35793
C -4.32421 2.90693 1.74180
S -1.35309 2.12468 -2.90941
Si 5.95016 -1.73398 0.52091
H 4.41392 2.23523 2.83439
O 1.04736 1.65709 0.00291
H 2.42454 4.88068 -0.66491
H 2.72080 2.32105 2.35671
C 1.32095 -6.04787 1.21204
C -2.34026 -1.89615 4.24063
H -3.50222 2.34897 4.63545
H -0.58482 2.41686 -5.62208
H 3.73880 1.99942 -0.73742
C 0.87692 -5.02527 0.38993
C -5.64566 -0.38428 -3.37657
O 0.02808 1.81378 -3.40710
C 3.09935 -0.78840 3.19015
C -0.22876 -4.25896 0.72175
C -5.57831 -2.70004 2.49455
H -3.49192 0.65844 4.09114
H -1.88272 2.98301 -7.68595
N -3.75939 -1.10155 -0.33959
C -1.08900 -1.33120 3.85643
H -6.50695 -3.22480 2.69681
H 5.07320 -0.37730 -1.36215
H -1.98820 1.41364 4.56101
C -2.38019 2.93401 -6.72516
C -4.39516 3.05386 -5.40898
H -4.17470 2.61743 -3.31788
C -2.94196 1.60036 4.06791
H 8.13513 -2.92414 0.25800
H -6.59416 -0.36827 -2.84969
H -2.75173 3.33991 -0.78476
C 0.61952 -6.31558 2.38021
H 3.26986 3.18197 3.80609
H -0.21645 -1.45676 4.49169
H 3.48922 3.06251 -2.17945
H -2.45557 -2.41859 5.18150
C 2.78117 -1.89511 -2.69670
C 2.80377 -4.56884 -2.66040
H -6.07212 -2.33415 0.45150
C -2.14539 0.76456 1.15533
H -4.31912 3.36414 -7.53027
H -4.79359 -3.03641 4.47807
C -3.67296 2.75358 -4.26750
C 1.27577 1.01198 4.97107
H 5.81500 0.15261 2.10933
H -2.81445 0.68814 0.29674
H 4.15226 1.49975 6.28024
H 1.17317 4.49779 0.54284
H -1.42433 7.41385 -0.90516
C 3.09728 2.23657 -1.58672
H 0.14801 4.53215 -3.67479
O 3.11506 -1.80804 -3.90276
H 6.76835 0.01322 -1.03903
N 1.73394 -3.35808 -1.07301
H 0.96221 -7.11059 3.03107
H 3.87265 -2.93053 -0.02851
H 2.20606 -6.61345 0.96350
C -5.35524 -2.18216 1.24465
C -1.40063 6.40498 -1.29679
H 4.13239 -2.95966 1.70747
H 3.52718 -3.14853 -4.47386
C -3.38514 -1.95072 3.28772
N -2.05876 -0.52732 1.81725
H 0.08106 6.85888 -2.79003
Rb 0.17437 -0.35534 -1.65084
C -2.20309 5.42668 -0.73404
H -4.42358 -0.27176 -6.52554
C -3.74741 3.14812 -6.63638
C -4.47443 -0.57242 -2.63830
H -5.72832 -0.87604 -0.91225
*
```



[2]
Formula: C53H66AuCl3NO2P2Si4
Source: the OMol25 dataset
Level of theory: ωB97M-V with the def2-TZVPD basis set

Highest occupied orbital energy: -9.16 eV
HOMO-LUMO gap: 4.61 eV

The geometry in ORCA input format:
```
! RIJCOSX wB97M-V def2-TZVPD def2/J DEFGRID3
* xyz 1 1
H 3.18038 2.70104 1.65083
C -5.37209 -1.20013 -1.13481
H 2.44542 4.97754 2.20222
H -3.14413 2.37695 1.21256
C -3.44914 2.74124 -1.89001
H -3.13884 -4.09841 5.01686
H -4.44171 2.95370 2.26871
C -0.35219 -2.93516 5.43045
N -3.17935 -0.78217 0.21150
C 6.67129 -0.65765 0.82725
C 4.41774 2.45350 -2.62009
H -1.13617 -1.03431 -7.25205
C -0.87502 -0.71628 -5.15209
H -4.54225 -3.12683 5.45446
C 3.22101 0.63633 -3.57272
P 2.67914 0.98851 -0.84578
C 4.24978 0.43600 -0.04773
Cl -5.74346 -2.89848 -1.18933
O 2.29104 -0.37624 -3.41739
C -4.10580 -0.95635 -0.42709
H 0.73486 -4.14043 -0.09116
Si -2.82358 1.60266 3.53674
H 5.20912 -1.11441 -6.03211
H -0.94644 -3.63380 4.83933
H -1.88798 -3.89982 2.23623
C -3.52416 3.36510 -3.12636
H 0.38047 5.22541 -1.53930
H 7.07408 1.28963 1.62956
H -1.10244 -5.51053 -1.01824
H -0.28114 0.94213 6.35377
C -3.81245 2.09368 2.02827
H 0.20686 -0.55503 3.28024
H 2.49808 -1.72784 1.65408
H 6.00974 -2.46990 -0.11351
H 0.21923 -0.35196 7.44148
C 4.14695 -1.34413 -5.93275
H 3.88043 -1.50144 -0.89516
H 5.71302 3.49436 -3.97082
C 3.75338 0.86512 -4.83772
H -4.22252 4.17454 -3.29345
C 1.67093 -1.80640 2.36548
C -2.66742 2.95507 -4.13450
H 0.59798 -2.79511 4.91317
C -0.01586 -3.68667 -0.72641
C 6.36901 0.67039 1.08905
H 2.36952 0.19051 4.13097
H 1.00002 -0.16740 5.86771
H 3.99250 -1.86653 -4.98795
C 4.99710 2.69085 -3.85560
H 2.06072 -2.19635 3.30829
C 1.04205 -0.43325 2.55419
H -1.93490 -0.77475 -4.93599
H -5.95577 -1.53179 3.55834
C -3.81054 1.96392 5.09248
C 5.16933 1.21713 0.65098
H 0.93414 -2.51123 1.96982
H -3.45452 -4.57608 1.77707
C 1.84462 -0.39249 -5.75914
C -1.99531 -3.86649 -2.07787
H 2.88235 0.68574 2.50772
C 1.38477 -0.45745 -4.44859
H -0.57750 2.23456 4.40091
H 0.87899 -1.72342 -0.63897
H 2.94478 1.56446 -7.39557
H -1.41978 3.59689 3.65308
H 3.18595 -0.02066 -8.15075
H 4.67363 3.07876 -1.77278
C -1.77529 1.90939 -3.92873
C -4.05658 -3.65218 4.63206
C -2.53964 1.71597 -1.68138
Si -2.43547 -0.69917 3.79834
P -0.40237 -0.03132 -2.39693
H -2.69110 3.44641 -5.09900
H 7.60272 -1.08285 1.17820
Si -3.76252 -2.56933 3.13489
H -4.09906 3.05496 -1.08112
C 3.50858 0.63220 -7.34073
C -1.21302 2.52702 3.56301
H -2.79323 -4.46846 -2.49651
H 5.11406 2.13112 -5.91298
C 5.77450 -1.43682 0.10988
C 2.58702 3.25356 0.93584
H 4.96882 2.26127 0.84392
H -4.46672 1.29812 1.66398
C -2.59125 -1.47844 6.98701
H -2.46856 1.29285 -0.69084
Cl -5.05483 -0.66596 -2.82774
C 0.06831 -2.33030 -1.03359
H -3.23189 1.76520 5.99809
C 0.04695 -0.09833 6.39223
H -6.05562 -2.61357 2.16946
C -2.89105 -3.64511 1.88526
Si -1.20761 -1.29664 5.71351
H -3.59946 -1.44329 6.56803
H -4.09898 3.01784 5.10474
H -4.72790 1.37190 5.14825
C 0.03549 -0.47614 -4.12262
C -1.90755 -2.52222 -2.39786
Au -1.27448 -0.33971 0.75593
C 1.46179 3.41542 -1.17666
O 0.54950 0.07614 1.33310
C 0.91148 -0.60930 -6.76337
C 3.49820 1.41937 -2.46169
C 3.31562 -0.04792 -5.98718
H -0.65059 2.36379 2.63931
H 1.53907 1.52493 3.31342
C 2.15692 4.53706 1.25568
C 2.25320 2.67966 -0.28840
H -2.63827 -2.08101 -3.06192
H -5.35738 -1.00431 1.98990
H -2.52436 -0.67890 7.72684
H 1.20452 2.99102 -2.14215
C 4.57493 -0.89234 -0.32362
C 1.00962 4.68167 -0.84558
C 1.35897 5.24835 0.37463
C -5.43007 -1.86200 2.65962
H -2.49224 -2.43377 7.50611
H 1.21645 -0.61146 -7.80076
C 4.66032 1.90802 -4.95692
H -2.78299 -3.20344 0.89504
H -4.71801 -4.46907 4.32919
Cl -6.63759 -0.17182 -0.52909
H -1.12414 1.62739 -4.74209
H -0.14502 -3.40594 6.39479
C -0.43066 -0.82834 -6.45753
H 4.56235 0.84972 -7.51175
C -1.73047 1.22668 -2.70873
H 3.85743 -2.01044 -6.74783
C -0.87911 -1.73648 -1.86884
H 1.00702 6.23809 0.63663
C 2.01727 0.55688 3.16421
C -1.04406 -4.45397 -1.24693
*
```



[3]
Formula: C53H71ClGeN3O6Ti
Source: the OMol25 dataset
Level of theory: ωB97M-V with the def2-TZVPD basis set

Highest occupied orbital energy: -4.41 eV
Relative energy (zero: lowest compared OMol25 entry of this formula, charge and spin): 0.0 kcal/mol
HOMO-LUMO gap: 6.74 eV

The geometry in ORCA input format:
```
! RIJCOSX wB97M-V def2-TZVPD def2/J DEFGRID3
* xyz -1 1
H 5.65094 -0.08614 1.93711
C 2.32870 -1.20188 0.04776
O 3.65550 4.84595 -2.63795
O -1.34322 -0.49996 -1.82602
C -4.30656 -1.55995 -3.42053
H -2.31704 -6.29357 -0.33535
C 2.06499 -4.99831 3.25495
O 0.52336 1.17767 0.54266
H 4.15229 -4.55993 4.91924
C 2.71575 2.59427 -2.39331
H -5.71440 -0.80466 -0.35144
H -4.87251 -6.27434 1.37227
C -2.78826 -3.68495 0.32763
H -3.39305 -5.54127 3.19703
H 1.86544 0.42641 -3.34619
H -1.69342 0.63175 -3.85006
H -3.07119 0.69152 -2.59095
C -3.28192 -1.79661 -1.15403
H 1.56969 7.03821 -0.17002
H -2.05605 -4.42090 2.89206
C 5.30154 -1.71856 -1.08913
H 4.68354 3.29091 -1.82919
H -3.71328 -3.81881 2.90256
H -0.41939 3.04204 -1.07472
H 2.16150 -5.72176 4.07205
H -1.47631 -1.46212 5.74641
C -1.12049 -2.01150 -0.09925
C 3.64437 -2.15237 1.81732
C -1.50358 -3.18635 0.51800
H -4.58646 -2.61611 -3.42313
C -3.20193 -4.93431 1.10944
C -0.97057 1.01802 -4.56626
N -0.93147 2.38978 -1.67035
C -3.08363 -4.66429 2.61689
H -1.43722 0.98644 -5.55675
C 3.66096 3.66223 -1.81454
H -4.78302 -5.56930 -0.24826
C -3.16869 4.95148 1.75297
H 2.01041 -3.76762 5.72128
H -0.98923 4.09244 -2.89157
H -0.28787 6.94947 -1.73853
N 0.90818 0.10076 -3.25737
C -1.24053 3.02951 -2.97218
H 4.60467 -2.94000 4.37253
H 1.80311 1.27122 5.39896
H 3.12804 6.27973 -0.55688
H 3.95502 0.57812 -1.42694
C -1.78658 4.86314 1.88171
C -3.65265 -2.98061 -0.50166
H 0.96098 0.53654 -5.30110
H 6.81516 -0.09997 0.60214
H 4.09384 1.25316 0.18596
H 1.01424 -0.86308 -2.94737
H 0.36983 5.43382 -5.67699
H -0.06367 3.58700 1.73760
O 2.99137 2.15584 -3.52290
H -4.98761 3.86995 1.37195
H 1.00451 -4.89416 3.01713
C -0.88654 -0.76905 5.15676
H 0.37029 -2.63203 2.48752
C -4.63909 -5.36210 0.81400
C 5.98161 -0.64206 1.05682
C 1.90936 -3.09449 4.86281
H 4.71240 -4.31376 3.26120
C -4.29675 -1.01138 -1.98836
C 1.95610 5.10364 -4.25949
C 2.66977 -3.64209 3.65239
O 2.07749 -0.55604 -1.07386
H 4.62343 -2.36450 2.22128
C 0.17956 -0.09286 5.73385
C 0.72229 5.58340 -4.66587
C -0.56100 2.45848 -4.20583
H -1.23671 -5.87531 0.99356
C -3.26482 2.58705 1.30815
C -2.27299 -6.09873 0.73792
C 0.35361 6.42910 -2.43917
C 0.95222 0.76310 4.95901
H 2.56660 -5.39984 2.37178
H 1.25215 1.63194 3.01656
C -0.06740 6.24400 -3.74315
H 0.42549 -0.25272 6.77766
H -2.32438 2.97498 -3.11545
H 0.52112 2.52145 -4.08584
H 2.59676 4.55082 -4.93295
H -6.09517 -2.15370 -1.42926
H -3.84875 1.69639 1.08958
H -1.74932 2.29142 -1.15595
C -1.87804 2.50275 1.38541
C -3.90911 3.81137 1.46483
H 6.36696 -1.60944 1.38691
C 2.53647 -2.68893 2.46081
H -2.01856 -1.10190 3.36180
C 2.39631 5.29064 -2.95565
H -2.20725 -0.29112 0.94378
C -1.14553 3.64922 1.67291
C -1.94125 -1.42024 -1.07830
H -3.31140 -1.46880 -3.86116
O 1.71644 2.34925 -1.66617
H -4.67432 -3.32241 -0.59128
H 6.19951 -1.32833 -1.58127
H 3.35991 3.89519 -0.79290
H -4.81213 1.02198 -2.50625
C -3.97851 0.49024 -2.03545
H 2.28675 -2.11015 5.14374
H -5.35467 -4.59323 1.11386
C 1.59419 5.95464 -2.02198
H -6.40029 -0.50414 -1.96044
Ti 0.34459 0.55505 -1.03326
H -2.56445 -7.01160 1.26988
H 5.52475 -2.71255 -0.69336
H -0.82994 3.13984 -5.02082
C -5.70811 -1.13488 -1.39363
C -0.44372 0.32500 3.04006
H 0.02634 -0.90032 -4.91899
H 5.55063 1.07585 -0.81472
C 4.59245 0.61636 -0.54834
C 3.57478 -1.35547 0.67068
H -0.80849 -3.68462 1.18231
C 4.84344 -0.77933 0.03473
C -1.18554 -0.56861 3.81297
H -5.01692 -1.00799 -4.04749
H -3.66648 5.90565 1.88052
C 4.12436 -3.87274 4.06867
N 0.01240 -1.24293 0.07780
C 1.27303 -2.35070 1.96190
H 0.84614 -2.98316 4.64216
H -1.20496 5.74868 2.11261
C 1.17654 -1.66386 0.76330
C 0.63942 0.97517 3.62211
H -3.84913 0.88915 -1.02567
H 1.78524 5.29315 0.01184
C 0.25484 0.11081 -4.57877
Cl -1.63815 6.84108 -4.22604
H 4.51460 -1.81521 -1.83911
Ge -1.06263 0.72463 1.22857
C 2.04601 6.15782 -0.60351
*
```



> Which value of HOMO-LUMO gap does entry 1 give?

2.90 eV